Density functional theory data (ωB97M-V with the def2-TZVPD basis set) for 9 unconnected molecules or ions with the total composition C26H48Br10N4 at a distorted geometry.

Computed properties:
* spin multiplicity: 1
* ΔE to the lowest compared entry with this formula, charge and spin: 0.0 kJ/mol
* net charge: 0
* HOMO level: -10.21 eV
* SMILES: BrCCBr.BrCCBr.BrCCBr.BrCCBr.BrCCBr.CCCC#N.CCCC#N.CCCC#N.CCCC#N

Each line ends with the Löwdin charge.
Positions of all 88 atoms, in Å:
Br  -3.295  -4.661  0.242  0.5940
C  -1.429  -4.236  0.614  -0.6790
C  -1.322  -3.076  1.567  -0.6822
Br  -1.869  -3.629  3.362  0.6568
H  -0.929  -3.940  -0.299  0.0652
H  -1.054  -5.152  1.032  0.0379
H  -1.894  -2.204  1.257  0.0274
H  -0.300  -2.704  1.662  0.0599
Br  3.403  1.183  -7.007  0.6245
C  4.467  1.296  -5.385  -0.7028
C  4.543  -0.078  -4.705  -0.7228
Br  5.911  0.000  -3.355  0.7045
H  3.976  1.946  -4.662  0.0502
H  5.422  1.708  -5.663  0.0401
H  4.618  -0.903  -5.418  0.0524
H  3.597  -0.321  -4.218  0.0513
Br  -0.176  4.585  3.005  0.6312
C  0.686  4.013  4.664  -0.6655
C  0.155  2.648  4.949  -0.7431
Br  1.007  1.874  6.520  0.6223
H  0.332  4.709  5.416  0.0546
H  1.751  4.122  4.544  0.0576
H  0.330  1.993  4.111  0.0026
H  -0.879  2.713  5.240  0.0318
Br  1.009  4.220  -4.496  0.5925
C  -0.483  4.978  -3.503  -0.7093
C  -0.881  4.243  -2.224  -0.6303
Br  0.639  4.226  -0.982  0.6283
H  -1.278  5.172  -4.228  0.0592
H  -0.193  6.011  -3.289  0.0502
H  -1.216  3.227  -2.414  0.0524
H  -1.661  4.786  -1.701  0.0570
Br  -4.465  -0.592  -0.339  0.5881
C  -4.648  0.304  1.413  -0.6721
C  -6.090  0.367  1.781  -0.7173
Br  -7.005  1.827  0.902  0.6309
H  -4.195  1.269  1.230  0.0336
H  -4.015  -0.250  2.098  0.0487
H  -6.171  0.450  2.867  0.0644
H  -6.665  -0.498  1.493  0.0384
C  -2.389  0.151  -6.278  -0.1179
C  -1.424  0.673  -5.273  -0.2810
C  -0.088  -0.058  -5.391  -0.2029
C  -0.100  -1.516  -5.186  -0.2386
N  -0.100  -2.606  -4.924  0.1474
H  -3.369  0.639  -6.310  0.0772
H  -2.676  -0.866  -5.999  0.0797
H  -1.967  0.217  -7.277  0.0828
H  -1.762  0.554  -4.238  0.1101
H  -1.326  1.754  -5.375  0.0945
H  0.635  0.341  -4.661  0.1096
H  0.347  0.222  -6.359  0.0937
C  -1.304  1.066  1.751  -0.1363
C  0.171  0.753  1.821  -0.2727
C  0.656  0.604  0.366  -0.2104
C  2.062  0.202  0.192  -0.2156
N  3.187  -0.087  0.144  0.1365
H  -1.821  0.267  1.218  0.0390
H  -1.408  1.943  1.099  0.0747
H  -1.686  1.217  2.750  0.0467
H  0.351  -0.105  2.461  0.0876
H  0.810  1.604  2.082  0.0928
H  0.535  1.564  -0.144  0.0433
H  0.069  -0.172  -0.149  0.1173
C  -3.106  0.987  7.141  -0.1041
C  -3.773  -0.346  6.727  -0.2356
C  -2.746  -1.417  6.305  -0.1696
C  -1.786  -0.848  5.338  -0.2632
N  -1.066  -0.417  4.579  0.1975
H  -3.869  1.639  7.566  0.0738
H  -2.728  1.481  6.247  0.0525
H  -2.318  0.858  7.881  0.0753
H  -4.444  -0.095  5.903  0.1031
H  -4.346  -0.702  7.584  0.1058
H  -3.128  -2.303  5.793  0.0824
H  -2.171  -1.730  7.181  0.1261
C  5.649  -3.892  -3.176  -0.1019
C  5.226  -3.350  -1.820  -0.2973
C  5.518  -4.246  -0.645  -0.2063
C  6.912  -4.503  -0.364  -0.2387
N  8.024  -4.628  -0.136  0.1443
H  5.392  -3.176  -3.951  0.0477
H  5.033  -4.776  -3.391  0.0786
H  6.693  -4.193  -3.171  0.0760
H  4.165  -3.101  -1.825  0.1089
H  5.678  -2.360  -1.689  0.0576
H  4.921  -5.155  -0.715  0.1214
H  5.135  -3.714  0.236  0.1240

---

Density functional theory data (ωB97M-V with the def2-TZVPD basis set) for 6 unconnected molecules or ions with the total composition C26H48BrO18PS5 at a distorted geometry.

Computed properties:
* spin multiplicity: 1
* net charge: 0
* HOMO level: -8.47 eV
* SMILES: CP(O)c1cc2c(cc1Br)C(=O)C=CC2=O.CCOS(C)(=O)=O.CCOS(C)(=O)=O.CCOS(C)(=O)=O.CCOS(C)(=O)=O.CCOS(C)(=O)=O

Each line ends with the Löwdin charge.
Positions of all 99 atoms, in Å:
C  0.644  -6.184  5.989  -0.3058
P  -0.544  -7.070  4.725  0.8295
O  -1.639  -5.840  4.156  -0.3926
C  0.606  -7.648  3.264  -0.3310
C  0.779  -6.673  1.918  0.0115
C  1.792  -7.162  0.725  -0.0234
C  2.607  -8.612  0.898  -0.0217
C  2.399  -9.586  2.200  -0.0014
C  1.389  -9.118  3.410  -0.5592
Br  1.008  -10.162  5.082  0.5769
C  3.661  -9.019  -0.336  -0.2051
O  3.848  -10.283  -0.750  -0.0362
C  4.425  -7.707  -1.037  0.0168
C  3.694  -6.385  -1.185  0.0178
C  2.106  -6.290  -0.667  -0.1949
O  1.152  -5.616  -1.319  -0.0398
H  0.543  -5.011  5.901  0.0568
H  1.737  -6.505  5.634  0.0558
H  0.420  -6.549  7.100  0.0585
H  -1.872  -6.027  3.197  0.0549
H  0.200  -5.659  1.812  0.1013
H  2.977  -10.602  2.250  0.1106
H  5.551  -7.824  -1.369  0.1240
H  4.265  -5.463  -1.675  0.1245
C  0.145  -2.765  -2.442  -0.0770
C  -0.142  -3.056  -3.904  -0.2668
O  0.029  -1.896  -4.706  -0.2608
S  1.541  -1.415  -5.069  0.6222
C  1.109  -0.239  -6.326  -0.1153
O  2.252  -2.512  -5.691  -0.2825
O  2.085  -0.690  -3.941  -0.3007
H  1.203  -2.536  -2.284  0.0713
H  -0.109  -3.629  -1.819  0.0583
H  -0.429  -1.899  -2.099  0.0848
H  0.479  -3.879  -4.273  0.1185
H  -1.185  -3.365  -4.007  0.1255
H  0.658  -0.769  -7.166  0.0764
H  2.024  0.266  -6.649  0.0790
H  0.411  0.488  -5.905  0.0760
C  2.477  2.489  -1.716  -0.0662
C  1.132  2.117  -2.312  -0.2756
O  0.135  1.999  -1.307  -0.2667
S  -0.494  3.359  -0.670  0.6227
C  -1.862  2.604  0.172  -0.1321
O  -1.012  4.189  -1.736  -0.2922
O  0.421  3.873  0.327  -0.2883
H  2.458  3.500  -1.298  0.0706
H  3.261  2.455  -2.479  0.0772
H  2.743  1.806  -0.902  0.0900
H  0.827  2.835  -3.081  0.1167
H  1.215  1.140  -2.796  0.0912
H  -2.538  2.174  -0.569  0.0749
H  -2.377  3.378  0.747  0.0643
H  -1.480  1.832  0.844  0.0797
C  -8.417  0.970  2.025  -0.0766
C  -7.579  1.328  0.811  -0.2760
O  -7.159  2.684  0.854  -0.2613
S  -5.938  3.091  1.850  0.6328
C  -5.644  4.716  1.198  -0.1063
O  -4.788  2.264  1.556  -0.2889
O  -6.458  3.232  3.193  -0.2954
H  -7.817  0.991  2.940  0.0701
H  -8.837  -0.036  1.923  0.0818
H  -9.235  1.685  2.157  0.0865
H  -6.719  0.657  0.712  0.1161
H  -8.189  1.209  -0.089  0.1239
H  -5.292  4.624  0.169  0.0809
H  -4.882  5.197  1.814  0.0479
H  -6.574  5.287  1.241  0.0848
C  8.860  1.769  -4.916  -0.0783
C  7.345  1.827  -4.989  -0.2787
O  6.768  0.544  -4.793  -0.2668
S  6.700  -0.058  -3.282  0.6222
C  5.596  -1.405  -3.623  -0.1162
O  6.019  0.887  -2.424  -0.2879
O  7.993  -0.610  -2.941  -0.2905
H  9.198  1.522  -3.906  0.0711
H  9.297  2.735  -5.190  0.0807
H  9.251  0.998  -5.587  0.0855
H  6.941  2.549  -4.271  0.1164
H  7.049  2.162  -5.987  0.1217
H  4.628  -1.001  -3.924  0.0464
H  5.489  -1.997  -2.711  0.0782
H  6.024  -2.020  -4.418  0.0789
C  -3.596  10.140  5.144  -0.0778
C  -2.814  8.843  5.243  -0.2759
O  -3.673  7.738  5.487  -0.2640
S  -4.551  7.146  4.251  0.6214
C  -5.071  5.644  5.041  -0.1132
O  -3.666  6.807  3.157  -0.2950
O  -5.716  7.983  4.063  -0.2857
H  -4.234  10.150  4.255  0.0706
H  -2.918  10.997  5.080  0.0813
H  -4.249  10.267  6.013  0.0856
H  -2.210  8.676  4.345  0.1173
H  -2.125  8.907  6.090  0.1234
H  -4.195  5.021  5.228  0.0830
H  -5.762  5.128  4.370  0.0432
H  -5.577  5.894  5.977  0.0804

---

Density functional theory data (ωB97M-V with the def2-TZVPD basis set) for a molecular structure, C26H48Cl3CoN4O4Si at a distorted geometry.

Computed properties:
* spin multiplicity: 4
* ⟨S²⟩: 3.76
* ΔE to the lowest compared entry with this formula, charge and spin: 35.6 kJ/mol
* net charge: -1
* HOMO level (spin up / spin down): -4.57 / -4.44 eV

Each line ends with the Löwdin charge.
Positions of all 87 atoms, in Å:
C  1.527  -1.264  -4.476  -0.0592
C  1.050  0.109  -4.156  -0.2178
H  1.307  -1.571  -5.502  0.0595
H  1.031  -1.970  -3.797  -0.0043
H  2.610  -1.346  -4.301  0.0942
C  0.486  0.935  -5.054  -0.1239
C  0.319  0.640  -6.509  -0.1165
H  0.201  1.949  -4.770  0.0934
H  0.297  -0.435  -6.724  0.0540
H  1.136  1.092  -7.093  0.0730
H  -0.619  1.072  -6.887  0.0626
Co  0.584  -0.739  -0.105  0.1366
Cl  2.716  -0.838  0.212  -0.0108
Cl  -0.904  -2.301  0.548  0.2177
C  0.882  2.475  0.702  -0.2727
O  0.163  1.578  0.230  -0.0505
N  0.482  3.759  0.903  -0.1702
C  -0.922  4.130  0.756  -0.0440
C  1.438  4.841  1.130  -0.0635
H  1.943  2.300  0.987  0.1444
H  -1.516  3.211  0.707  0.0826
H  -1.074  4.720  -0.164  0.0717
H  -1.225  4.740  1.622  0.0853
H  2.456  4.441  1.053  0.0869
H  1.291  5.281  2.129  0.0807
H  1.313  5.639  0.380  0.0805
H  -1.604  -1.426  -3.011  0.0830
H  -2.395  1.145  -3.950  0.0761
C  -2.524  -1.293  -2.420  -0.0569
C  -3.211  0.925  -3.247  -0.0772
N  -2.718  0.118  -2.143  -0.1869
H  -2.425  -1.848  -1.481  0.0345
C  -2.677  0.643  -0.880  -0.3349
O  -2.352  0.055  0.147  -0.0846
H  -3.607  1.874  -2.858  0.0818
H  -2.974  1.717  -0.871  0.1266
H  -3.367  -1.672  -3.019  0.0802
H  -3.995  0.385  -3.798  0.0818
O  0.357  -0.254  -1.938  -0.3225
C  1.230  0.490  -2.679  -0.4205
C  -0.186  2.578  -2.479  -0.0548
C  1.081  2.006  -2.467  -0.1809
H  -1.052  1.904  -2.482  0.0899
C  -0.325  3.968  -2.560  -0.1048
H  2.262  0.216  -2.386  0.1025
C  2.216  2.813  -2.381  -0.0302
H  -1.323  4.407  -2.630  0.0983
C  0.809  4.787  -2.540  -0.1276
C  2.075  4.204  -2.414  -0.1071
H  3.202  2.339  -2.312  0.1193
H  0.706  5.877  -2.596  0.0928
H  2.962  4.842  -2.354  0.0939
Si  0.519  -5.237  -0.706  0.1434
Cl  0.961  -3.604  -1.968  0.3566
C  -1.281  -5.332  -0.170  -0.2555
C  1.635  -5.001  0.787  -0.2212
C  1.024  -6.769  -1.656  -0.2370
H  -1.783  -4.354  -0.190  -0.0625
H  -1.328  -5.689  0.868  0.0267
H  -1.859  -6.033  -0.787  0.0166
H  0.253  -7.031  -2.394  0.0226
H  1.148  -7.611  -0.961  0.0256
H  1.976  -6.595  -2.180  0.0232
H  1.754  -3.935  1.021  -0.0103
H  2.638  -5.403  0.607  0.0298
H  1.217  -5.508  1.662  0.0264
C  1.003  -2.777  3.095  -0.1176
N  0.287  -1.836  3.909  -0.0900
C  -0.217  -2.374  5.148  -0.1830
C  -0.513  -1.213  6.060  -0.1710
C  -1.571  -0.369  5.387  -0.1862
N  -1.138  0.014  4.066  -0.0854
C  -1.754  1.143  3.419  -0.0416
C  -0.168  -0.656  3.350  -0.4493
O  0.253  -0.196  2.272  -0.0631
H  1.785  -3.263  3.694  0.0928
H  1.460  -2.234  2.265  0.0194
H  0.313  -3.547  2.716  0.0548
H  -1.139  -2.959  4.982  0.1311
H  0.534  -3.056  5.567  0.1195
H  0.390  -0.610  6.206  0.1245
H  -0.855  -1.572  7.034  0.1105
H  -1.801  0.522  5.980  0.1161
H  -2.510  -0.942  5.315  0.1246
H  -2.075  0.873  2.407  0.0769
H  -2.612  1.489  4.003  0.0841
H  -1.050  1.983  3.321  0.0871